# 1
CH6N2O3S | the ωB97M-V functional and the def2-TZVPD basis

CARTESIAN COORDINATES (ANGSTROEM)
C: 0.5262 -0.3850 -1.2714
N: -1.8291 0.8112 0.9100
N: -1.0185 1.5387 0.2006
O: 0.2622 -1.0990 1.3249
O: 2.4580 -1.4343 0.0034
O: -1.4879 2.6165 -0.0111
S: 1.2113 -0.4475 0.4796
H: 0.4265 0.6690 -1.5194
H: 1.0536 -0.9827 -1.9247
H: -0.4952 -0.7603 -1.0351
H: -2.8078 1.1313 1.1325
H: -1.6019 -0.1585 1.1387
H: 3.3024 -1.4994 0.5719

Force components x, y, z for each atom (eV/Å):
-2.0 0.6 3.2
-2.1 -1.9 1.3
-0.4 -0.5 0.8
-1.5 -1.7 0.9
1.4 -0.9 0.6
0.1 2.0 -1.0
2.7 2.3 -2.0
0.3 -0.2 -0.2
1.2 -1.2 -1.3
0.6 0.1 -0.7
1.6 0.1 -0.5
0.5 0.6 -0.2
-2.3 0.6 -0.8

## Properties
HOMO level (Ha): -0.34182
Orbital gap (eV): 9.8



# 2
C29H22I2N5O6Ti | the ωB97M-V functional and the def2-TZVPD basis

CARTESIAN COORDINATES (ANGSTROEM)
Ti: 0.5022 -0.1726 0.4072
O: -3.0518 -1.9316 1.0291
C: -2.0619 -0.9274 1.0369
O: -0.9806 -1.2802 0.3339
C: -1.2122 0.7998 2.6699
C: -1.6796 1.7177 3.6073
C: -1.0387 2.9406 3.7274
C: 0.1087 3.1875 2.9789
C: 0.4835 2.2381 2.0488
N: -0.2116 1.1186 1.8565
C: 1.7715 2.1767 1.2533
O: 2.4738 3.1572 1.0652
O: 1.9943 0.9824 0.8658
H: -2.5966 -2.7746 0.8933
H: -2.5205 1.4678 4.2366
H: -1.4042 3.6723 4.4315
H: 0.7122 4.0684 3.1218
I: -0.3766 -0.1190 -7.4854
C: -0.0759 -0.0809 -5.3943
C: -0.4205 -1.1787 -4.6300
C: -0.2715 -1.1097 -3.2595
I: -0.6604 -2.8530 -2.1394
C: 0.1912 0.0402 -2.5944
O: 0.2055 0.1591 -1.3061
C: 0.6854 1.0739 -3.4365
C: 1.4457 2.2015 -2.7890
N: 2.1268 1.7563 -1.5933
C: 3.2316 0.8420 -1.7622
C: 3.0252 -0.6518 -1.5299
C: 3.8577 -1.4951 -2.2730
C: 3.8956 -2.8516 -2.0182
C: 3.0855 -3.3562 -1.0113
C: 2.2670 -2.4691 -0.3304
N: 2.2346 -1.1586 -0.5772
C: 0.5151 1.0234 -4.8062
H: -0.7908 -2.0844 -5.0835
H: 2.1393 2.6340 -3.5376
H: 0.7456 2.9875 -2.4857
H: 2.4018 2.5469 -1.0251
H: 3.6725 0.9500 -2.7685
H: 4.0002 1.1099 -1.0265
H: 4.4941 -1.0715 -3.0355
H: 4.5540 -3.4972 -2.5810
H: 3.0813 -4.4086 -0.7717
H: 1.6028 -2.8221 0.4577
H: 0.8546 1.8462 -5.4201
O: 0.7121 -1.1535 2.0397
C: -0.2965 -1.4002 2.8119
C: -0.2149 -2.2962 3.8771
C: -1.2723 -2.5323 4.7373
C: -2.5101 -1.8887 4.5431
C: -2.6957 -1.0056 3.5349
C: -1.6163 -0.6443 2.5830
C: -2.6613 0.3166 0.4301
N: -1.9348 1.3167 -0.0193
C: -2.8173 2.2073 -0.5465
C: -4.0909 1.7338 -0.4203
N: -3.9749 0.5248 0.2060
H: 0.7240 -2.8139 4.0141
H: -1.1536 -3.2237 5.5572
H: -3.3277 -2.1151 5.2123
H: -3.6591 -0.5475 3.3668
H: -2.4740 3.1279 -0.9740
H: -5.0394 2.1360 -0.7133
H: -4.7016 -0.1431 0.4084

Force components x, y, z for each atom (eV/Å):
1.6 -0.7 0.0
0.0 0.0 -0.2
-0.8 -0.1 1.1
-0.9 -0.1 0.1
0.0 0.2 0.5
0.1 0.1 -0.2
0.1 -0.2 -0.2
-0.1 -0.1 -0.2
0.1 0.0 0.1
-0.1 0.9 1.1
0.1 1.5 0.6
-0.2 -0.3 0.0
0.7 0.0 0.0
0.0 0.2 0.1
0.0 -0.1 0.0
0.0 0.1 0.1
0.1 0.1 -0.1
0.1 0.0 0.4
0.0 0.0 -0.5
0.0 0.0 -0.1
0.0 -0.3 0.7
-0.1 -0.1 -0.8
0.0 0.0 -2.0
-0.3 0.3 -1.1
0.0 -0.2 0.8
0.0 0.1 0.0
0.6 0.7 -0.4
-0.2 0.3 0.1
0.4 0.0 -0.5
-0.2 0.0 0.2
-0.2 0.1 0.3
0.0 0.2 0.0
0.2 -0.6 0.1
-0.1 -0.3 0.3
0.0 -0.1 -0.1
-0.1 0.0 -0.1
-0.2 0.0 0.1
0.1 0.0 0.0
0.1 -0.1 0.0
0.0 -0.1 0.2
0.0 0.1 -0.1
0.0 0.1 -0.1
0.0 -0.1 -0.1
-0.1 0.0 0.1
0.1 0.1 -0.1
0.1 0.1 0.0
1.0 -0.4 0.2
-1.0 -0.9 1.2
0.3 0.3 -0.6
0.1 -0.2 0.2
-0.3 0.3 -0.2
0.1 -0.2 0.2
0.1 -0.1 -0.7
-0.1 0.0 -0.3
-0.4 -0.4 0.1
-0.2 0.1 0.0
-0.1 0.3 -0.1
0.0 -0.2 0.2
0.1 0.0 0.0
0.0 -0.1 0.0
-0.1 0.0 0.0
-0.1 0.1 0.0
-0.1 0.2 -0.1
-0.1 0.1 -0.1
0.1 0.0 0.0

## Properties
Multiplicity: 2
<S²>: 0.79
HOMO level (spin up / spin down) (Ha): -0.22639 / -0.29291
Orbital gap (spin up / spin down) (eV): 6.0 / 7.5



# 3
C7H8ClN2OPS | the ωB97M-V functional and the def2-TZVPD basis

CARTESIAN COORDINATES (ANGSTROEM)
C: 1.6272 -4.0175 2.1627
C: 0.9628 -3.0563 2.1705
C: -0.8382 0.8940 -0.7388
C: 1.0905 1.5656 -1.5675
C: -0.9944 1.6560 -1.8039
C: -2.3049 2.1001 -2.3800
C: 0.0760 -1.8868 2.2483
N: 0.2265 2.0702 -2.3300
N: 0.5433 0.8332 -0.5243
O: 0.0337 -1.0339 1.0308
P: 1.2387 -0.1983 0.6010
S: 2.9369 -0.9760 0.0626
Cl: 1.3732 1.4303 2.9474
H: 1.9934 -4.9772 1.9703
H: -1.4953 0.2902 -0.0972
H: 2.1621 1.8116 -1.6029
H: -3.1408 1.6772 -1.9139
H: -2.4351 3.1518 -2.3484
H: -2.4437 2.0906 -3.4619
H: 0.3619 -1.4290 3.1391
H: -0.9739 -1.9956 2.4360

Force components x, y, z for each atom (eV/Å):
1.1 -2.3 -0.3
-2.9 3.0 -0.5
-0.2 -1.3 1.8
3.0 0.1 1.2
-1.9 1.1 -2.0
1.0 0.6 -1.3
0.0 -0.8 -0.9
-1.4 0.5 -0.6
0.0 -0.9 0.7
-0.5 -1.0 1.7
3.1 1.8 -0.5
-1.4 0.9 0.9
-0.2 -1.5 -2.1
0.7 -0.6 0.1
0.2 0.8 -0.6
-0.6 -0.6 0.0
-1.1 -0.8 0.7
0.2 1.4 1.1
0.5 -1.3 -0.2
1.0 2.1 1.0
-0.5 -1.2 -0.3

## Properties
HOMO level (Ha): -0.35071
Orbital gap (eV): 7.6



# 4
C3H4NOP | the ωB97M-V functional and the def2-TZVPD basis

CARTESIAN COORDINATES (ANGSTROEM)
C: -2.5041 0.6115 0.0124
C: 1.6968 -0.1237 0.1291
C: 0.3086 0.2374 -0.0397
N: -3.3212 1.3913 0.1051
O: -1.3929 -1.8873 0.2842
P: -1.1362 -0.6069 -0.3221
H: 2.2203 -0.4809 -0.8876
H: 2.1960 0.6895 0.4348
H: 1.8022 -0.9959 0.9103
H: 0.1304 1.1650 -0.6266

Force components x, y, z for each atom (eV/Å):
2.9 -2.0 -1.0
0.2 -6.0 -1.3
-2.5 1.5 -2.2
-1.6 1.4 0.3
-0.9 -2.3 0.3
0.8 2.1 1.6
-1.2 0.7 2.1
2.0 2.9 1.2
0.0 1.7 -1.6
0.3 0.0 0.7

## Properties
HOMO level (Ha): -0.35611
Orbital gap (eV): 8.1



# 5
C14H24BDyNO5P | the ωB97M-V functional and the def2-TZVPD basis

CARTESIAN COORDINATES (ANGSTROEM)
C: 4.5636 0.0158 0.8335
C: 5.2849 0.5181 -0.4162
C: 4.3524 0.9848 -1.5584
C: 3.4613 -0.1246 -2.1424
C: 2.1616 -0.4425 -1.3766
C: 1.4728 0.7794 -0.7439
B: 0.0300 0.3017 -0.1508
O: -0.7617 1.1755 0.6399
C: -2.1231 0.9638 0.2619
C: -3.2181 1.3190 1.2747
P: -3.9902 2.8640 0.7036
O: -4.4799 2.6875 -0.6622
O: -5.1020 3.2880 1.7271
O: -2.9230 4.0575 0.7314
C: -2.2192 -0.3490 -0.5453
C: -2.4026 -1.6294 0.1409
C: -1.6424 -1.9905 1.2881
C: -1.7407 -3.2612 1.9649
N: -2.5909 -4.1774 1.5260
C: -3.3155 -3.8153 0.4787
C: -3.2816 -2.6234 -0.2330
O: -0.8523 -0.4589 -1.0151
H: 5.3225 -0.2275 1.5805
H: 3.9631 0.8083 1.2836
H: 3.9871 -0.8957 0.6726
H: 5.9466 -0.2327 -0.8474
H: 5.8577 1.4014 -0.1326
H: 3.8093 1.8917 -1.2864
H: 5.0321 1.2746 -2.3630
H: 4.0653 -1.0384 -2.1207
H: 3.2603 0.0641 -3.1957
H: 2.2821 -1.2331 -0.6198
H: 1.4534 -0.8427 -2.1179
H: 1.3955 1.5944 -1.4661
H: 2.0858 1.0850 0.1024
H: 0.4396 -0.5568 0.7047
H: -2.2437 1.7091 -0.5430
H: -3.9721 0.5304 1.2821
H: -2.8465 1.4201 2.2965
H: -5.2580 4.2417 1.6345
H: -2.2029 3.8567 0.1225
H: -2.8706 -0.1118 -1.3850
H: -0.9369 -1.2442 1.7091
H: -1.1202 -3.4699 2.8337
H: -4.0366 -4.5511 0.1350
H: -3.9580 -2.4752 -1.0650
Dy: -0.1383 -3.0812 0.0586

Force components x, y, z for each atom (eV/Å):
0.8 0.0 0.2
-1.1 0.5 -0.3
0.6 -0.4 -0.2
0.5 -0.2 0.7
-1.0 0.3 -0.8
1.3 -0.9 0.3
-1.1 0.7 0.0
0.0 -1.2 0.1
-0.6 1.5 -0.8
0.4 -0.1 0.7
-0.8 0.6 -1.3
0.2 -0.8 -0.6
0.7 0.1 0.5
0.2 -0.7 1.0
1.7 1.6 -0.2
-0.9 -1.1 2.2
-1.4 1.3 2.8
-1.1 2.2 -0.3
0.7 0.0 0.3
-1.2 -1.2 -0.9
0.0 0.3 -0.5
0.2 -0.8 -0.4
-0.1 -0.1 0.1
-0.2 -0.1 -0.1
-0.1 0.1 0.0
0.2 -0.1 0.3
0.3 -0.2 0.0
-0.1 -0.1 0.0
-0.1 0.2 -0.1
0.0 0.0 -0.2
-0.3 0.1 0.1
0.3 0.1 0.2
0.1 -0.2 0.0
-0.5 0.0 0.1
-0.2 0.4 0.0
0.9 0.0 0.2
-0.1 -0.2 -0.2
-0.2 0.2 0.0
0.2 -0.1 -0.1
-0.3 0.0 0.3
0.1 0.5 -0.2
-0.3 -0.7 0.0
-0.6 -0.5 -0.1
0.0 -0.1 0.1
0.0 -0.1 0.1
0.0 -0.1 0.0
3.1 -0.8 -3.2

## Properties
Multiplicity: 6
<S²>: 9.74
HOMO level (spin up / spin down) (Ha): -0.57116 / -0.57083
Orbital gap (spin up / spin down) (eV): 6.6 / 5.4
Charge: +2



F_max for the records above, in order: 4.14; 2.05; 4.22; 6.15; 4.50 eV Å⁻¹
Electronic energy for the records above, in order: -21088.806; -89484.718; -45060.224; -15999.604; -60667.566 eV